# 1
15
Properties=species:S:1:pos:R:3:forces:R:3:lowdin_charge:R:1 method="wB97M-V/def2-TZVPD" spin_multiplicity=1 homo_lumo_gap_ev=8.8 fmax_ev_per_a=0.34 lumo_ev=0.896 relative_energy_kcal_mol=124.17
C -2.072615 0.317441 0.380813 0.0 0.0 0.1 -0.072
C -1.014770 0.105289 -0.675257 -0.3 -0.1 0.0 -0.358
N -0.054351 1.216610 -0.830809 0.1 0.1 -0.3 0.029
C 0.408804 -0.095755 -0.380868 -0.1 0.0 0.3 -0.355
C 1.098047 -0.284300 0.855441 -0.2 0.1 -0.1 -0.008
O 2.473163 -1.139512 0.095633 0.1 0.1 -0.2 -0.077
H -2.497559 -0.633311 0.723529 0.1 0.1 -0.1 0.072
H -1.642411 0.839432 1.242066 0.0 -0.1 -0.1 0.077
H -2.891402 0.931631 -0.012851 0.1 -0.1 0.0 0.072
H -1.391644 -0.347255 -1.595587 0.1 0.1 0.1 0.124
H 0.169576 1.333347 -1.817315 0.0 0.0 0.1 0.079
H 1.710715 -0.950516 -0.706400 0.2 0.0 0.1 0.119
H 0.800165 -1.086300 1.528062 0.0 0.1 -0.1 0.105
H 1.625613 0.540329 1.337377 -0.1 -0.1 -0.1 0.105
H 3.182560 -0.486302 -0.048052 -0.1 -0.2 0.1 0.088

# 2
170
Properties=species:S:1:pos:R:3:forces:R:3:lowdin_charge:R:1 method="wB97M-V/def2-TZVPD" spin_multiplicity=1 homo_lumo_gap_ev=8.1 fmax_ev_per_a=4.42 lumo_ev=0.106 relative_energy_kcal_mol=68.47
C 17.435360 15.656475 8.434820 -0.1 1.3 0.4 -0.029
C 16.092440 16.411875 8.472650 -0.7 -1.2 -0.5 -0.445
C 16.343640 17.810525 7.848770 -0.8 0.0 1.6 -0.027
C 15.095850 15.579425 7.566020 -0.3 0.1 1.2 -0.124
C 13.597410 15.857815 7.789530 0.0 0.8 0.9 -0.153
C 13.219860 15.713545 9.324100 2.0 0.0 -0.9 -0.096
C 14.137000 16.594105 10.261290 -0.4 -0.5 0.6 -0.418
C 13.631690 18.056905 10.230960 -0.1 0.3 0.6 -0.030
C 13.971760 15.969535 11.717410 0.0 0.5 -0.2 -0.012
N 15.586970 16.423405 9.924530 -1.4 -1.7 -2.6 -0.102
O 16.414660 17.085875 10.805240 0.1 1.0 -0.2 -0.037
H 18.125010 16.301625 8.979120 0.3 -0.4 0.5 0.079
H 17.371200 14.655125 8.860590 0.1 0.2 -0.2 0.064
H 17.855150 15.722465 7.431070 -0.3 -0.6 -0.2 0.090
H 17.070580 18.271545 8.517440 0.4 0.3 -0.4 0.071
H 16.687100 17.850315 6.815070 0.1 -0.4 0.2 0.092
H 15.449770 18.424625 7.958270 -0.2 0.0 -0.3 0.070
H 15.439260 15.693515 6.537850 -0.3 0.3 -0.1 0.116
H 15.183390 14.508525 7.749400 0.5 -0.1 0.4 0.101
H 13.349480 16.867955 7.463580 -0.1 0.2 0.0 0.094
H 13.008030 15.194015 7.157000 -0.1 -0.1 0.2 0.104
H 13.428920 14.678215 9.593320 -0.1 -0.2 0.1 0.097
H 12.173770 15.896435 9.569780 0.0 0.2 -0.2 0.095
H 13.440060 18.542565 9.274130 0.3 -0.5 -0.4 0.073
H 14.268150 18.747665 10.784010 0.4 -0.1 0.1 0.075
H 12.685360 18.151285 10.763550 -0.2 -0.3 0.1 0.063
H 14.334760 14.948235 11.832670 0.1 -0.1 -0.7 0.068
H 12.934720 15.948365 12.052360 -0.3 0.2 -0.3 0.063
H 14.505840 16.470705 12.524690 0.2 0.6 -0.3 0.069
H 16.455670 17.977465 10.451700 0.3 0.7 0.4 0.101
C 8.989700 12.375255 10.158570 -0.7 0.6 0.2 -0.023
C 9.375560 13.592995 11.001010 1.6 1.0 0.2 -0.452
C 10.862170 13.335415 11.563630 -0.9 0.2 0.0 0.005
C 9.327280 14.819865 10.072150 0.4 1.2 -0.1 -0.129
C 9.472270 16.225085 10.756670 -0.8 -2.0 0.0 -0.167
C 8.372620 16.285035 11.833820 0.1 0.2 -0.4 -0.124
C 8.344320 15.113865 12.898210 0.0 0.5 -1.7 -0.463
C 9.460120 15.308425 13.866630 0.5 0.4 0.3 -0.035
C 7.011190 15.174575 13.624920 -0.9 -1.3 0.4 -0.041
N 8.435260 13.831245 12.105310 -1.1 3.3 -2.7 -0.147
O 8.243620 12.731005 12.815000 0.0 -1.9 1.9 -0.003
H 7.936890 12.430705 9.881760 -0.3 -0.1 0.5 0.092
H 9.455090 12.460145 9.176580 0.7 -0.4 0.3 0.086
H 9.201310 11.461445 10.713790 0.0 0.0 -0.6 0.060
H 11.527540 12.749535 10.929490 -0.2 0.1 -0.5 0.086
H 11.404400 14.233955 11.858110 -0.2 0.2 -0.2 0.051
H 10.819480 12.747825 12.480700 -0.2 -0.1 0.2 0.045
H 10.020500 14.670545 9.244350 0.5 0.0 0.1 0.103
H 8.368360 14.889385 9.558610 -0.4 -0.4 0.2 0.117
H 10.449540 16.425595 11.195800 0.2 -0.2 0.0 0.076
H 9.265540 17.033175 10.054980 0.1 -0.1 -0.2 0.111
H 7.386420 16.336335 11.372430 0.0 -0.4 -0.3 0.116
H 8.511000 17.321565 12.141290 -0.2 -0.1 1.5 0.091
H 9.125300 16.072835 14.567820 0.3 0.1 0.2 0.083
H 10.313560 15.693345 13.308440 0.4 -0.2 0.4 0.061
H 9.704740 14.404305 14.424150 0.1 -0.1 0.0 0.078
H 6.227300 14.760485 12.990780 -0.2 0.6 -0.4 0.090
H 6.733590 16.114195 14.102580 0.2 0.4 -0.7 0.087
H 6.907690 14.495075 14.470900 0.8 -0.4 0.2 0.072
H 9.115470 12.597395 13.193970 0.3 -1.0 0.9 0.055
C 11.214620 20.352085 17.497160 0.3 0.8 -1.1 -0.031
C 12.085950 20.661595 16.200800 -0.9 0.5 0.4 -0.440
C 12.873600 22.006885 16.512940 -1.2 -0.3 -0.6 -0.031
C 13.040830 19.492255 15.922410 0.8 -0.4 1.1 -0.134
C 12.624050 18.239655 15.098900 0.1 0.8 0.2 -0.154
C 11.751090 18.580225 13.861230 1.0 0.1 2.0 -0.114
C 10.693100 19.639065 14.266370 -1.8 1.2 -1.6 -0.443
C 10.058780 20.126175 12.897300 0.0 0.2 0.7 -0.027
C 9.584970 19.038995 15.145660 0.1 0.1 0.7 -0.031
N 11.268280 20.872775 14.944240 1.5 -0.2 -0.3 -0.073
O 10.318380 21.967495 15.118670 0.3 -1.7 0.3 -0.041
H 10.816660 19.338645 17.548790 0.3 0.0 0.0 0.066
H 11.826700 20.601975 18.363770 -0.1 -0.3 0.1 0.070
H 10.374740 21.046765 17.485970 -0.1 0.0 0.1 0.074
H 12.182250 22.845495 16.430120 -0.3 -0.1 -0.1 0.066
H 13.212270 22.112865 17.543560 0.4 -0.6 -0.1 0.073
H 13.640650 22.223735 15.769500 0.3 -0.3 0.2 0.076
H 14.048720 19.867155 15.744360 -0.1 0.3 -1.5 0.104
H 13.344840 19.083505 16.886050 -0.6 -0.2 0.7 0.094
H 13.570530 17.744565 14.881730 -0.1 -0.1 -0.6 0.089
H 12.129980 17.516625 15.747910 -0.3 0.2 0.1 0.097
H 11.241190 17.666725 13.555230 -0.2 0.2 -0.2 0.094
H 12.456350 18.874775 13.084090 -0.4 0.5 -0.3 0.103
H 9.390850 19.401785 12.431220 0.5 -0.6 0.1 0.058
H 10.852980 20.406255 12.205270 0.0 0.0 -0.1 0.076
H 9.362260 20.958845 12.995470 0.3 0.3 0.4 0.071
H 9.129750 19.838965 15.729550 0.1 0.1 0.1 0.079
H 10.062190 18.351865 15.844390 -0.3 -0.2 0.1 0.064
H 8.719500 18.553325 14.694910 0.4 -0.2 -0.6 0.074
H 10.557360 22.581955 14.420870 0.2 0.0 -0.1 0.095
O 13.578470 7.948565 11.423290 0.3 -0.3 -2.0 -0.039
C 14.020290 8.226415 12.688610 -1.1 0.7 1.5 -0.264
C 13.797010 9.686295 13.098360 0.8 0.4 -0.4 -0.203
O 12.449160 10.081755 12.958030 -1.0 -1.2 0.1 -0.089
H 12.641300 8.147415 11.361870 -0.2 0.1 0.1 0.082
H 13.422570 7.615165 13.364780 0.2 -0.2 0.6 0.119
H 15.069510 7.962275 12.820800 0.0 0.1 -0.2 0.127
H 14.377720 10.357055 12.465140 0.4 -0.1 0.2 0.095
H 14.121840 9.766575 14.135730 0.1 0.3 0.2 0.115
H 12.301590 11.022565 12.836830 0.6 0.4 0.2 0.062
O 16.018760 12.182505 11.963320 0.1 -0.8 -0.3 -0.090
C 15.610150 12.064755 10.594990 0.2 0.3 1.2 -0.210
C 16.761070 12.090025 9.614360 0.4 0.3 -0.1 -0.252
O 17.447460 10.869305 9.443100 -0.3 -0.6 0.4 -0.052
H 16.394460 13.063995 12.021940 0.1 0.6 0.2 0.016
H 15.062140 11.122705 10.576770 -0.2 0.0 -0.5 0.112
H 14.944690 12.916435 10.453920 -0.3 -0.1 -0.7 0.105
H 17.522850 12.775925 9.984950 -0.2 0.4 -0.1 0.105
H 16.425410 12.406725 8.626870 -0.2 0.3 -0.1 0.107
H 16.854350 10.210635 9.811850 0.2 -0.5 -0.1 0.076
O 16.030720 10.845115 16.474960 -0.5 -1.0 0.9 -0.046
C 16.104470 12.155665 17.004300 0.8 0.4 -2.8 -0.268
C 15.503220 12.340775 18.308470 -1.4 0.7 1.5 -0.288
O 16.190740 11.728785 19.353340 0.3 -1.0 0.7 -0.036
H 16.303970 10.778625 15.557080 0.1 0.5 0.0 0.085
H 17.152380 12.454885 17.025400 0.3 0.3 0.1 0.128
H 15.578490 12.800795 16.300560 0.2 0.5 0.0 0.095
H 14.444930 12.080275 18.292860 0.0 -0.8 0.2 0.132
H 15.444710 13.382695 18.623230 0.2 0.7 -0.9 0.111
H 17.073170 12.102795 19.298170 0.2 -0.2 0.3 0.087
O 10.043020 10.901975 14.448240 0.6 -0.5 0.3 -0.084
C 8.957930 10.033655 14.264290 -2.0 -0.6 -2.0 -0.223
C 8.938600 9.345275 12.818080 1.4 1.7 1.6 -0.190
O 10.115840 8.570515 12.629030 -1.2 -0.8 0.0 -0.076
H 10.673930 10.310205 14.864610 0.8 0.4 -0.1 0.085
H 8.893440 9.274815 15.044100 0.1 0.0 0.1 0.121
H 8.077820 10.676575 14.276890 -0.3 -0.2 0.2 0.103
H 9.000910 10.192055 12.134580 -0.4 0.1 -0.2 0.076
H 7.992810 8.833375 12.640470 0.4 -0.5 0.1 0.121
H 10.854430 9.156885 12.808620 0.6 0.3 0.0 0.020
O 10.156050 13.373475 18.850010 1.2 0.7 1.3 -0.054
C 9.541930 12.951205 17.686650 -0.1 0.0 -0.4 -0.257
C 8.147230 12.539745 18.021240 -2.8 1.1 -1.4 -0.289
O 7.995980 11.223445 18.364220 0.7 -2.8 0.7 -0.049
H 9.778830 12.875445 19.578890 0.2 0.0 0.2 0.089
H 9.616010 13.773035 16.974460 -0.5 0.2 0.0 0.112
H 10.112390 12.141725 17.231210 -0.3 -0.5 -0.1 0.111
H 7.406560 12.684905 17.234830 0.5 0.6 -1.0 0.117
H 7.624650 13.089775 18.803850 0.9 1.0 0.5 0.126
H 7.135680 10.914235 18.071190 0.2 -0.1 0.1 0.095
O 17.075000 16.817585 17.449460 0.7 -0.4 0.7 -0.066
C 15.941320 17.633715 17.669570 -0.8 -1.5 -1.5 -0.235
C 15.048870 17.034255 18.745490 0.0 0.4 1.0 -0.190
O 14.243830 15.876355 18.389140 0.9 0.8 -0.5 -0.079
H 17.684190 17.240175 16.839620 -0.1 0.1 0.0 0.084
H 16.209130 18.687075 17.752100 -0.3 0.0 0.7 0.129
H 15.364160 17.507595 16.753560 -0.5 0.6 -0.3 0.100
H 14.351210 17.799965 19.084680 0.0 0.3 -0.1 0.114
H 15.642690 16.747975 19.613550 0.3 0.1 0.0 0.124
H 14.053300 15.466565 19.236120 -0.2 -0.3 -0.1 0.093
O 17.194030 14.754615 11.730440 0.4 -0.8 0.2 -0.090
C 17.854470 14.862205 12.981370 -0.6 -0.2 -0.8 -0.213
C 16.921550 15.261655 14.077260 -2.0 -0.4 0.3 -0.186
O 15.719940 14.401785 13.982780 2.2 0.1 -0.3 -0.103
H 16.874450 15.617845 11.457870 0.0 0.2 0.0 0.029
H 18.177630 13.847255 13.212750 0.5 0.1 0.0 0.129
H 18.681900 15.563575 12.873980 0.3 -0.1 0.4 0.127
H 16.541820 16.282165 14.027670 0.3 0.3 -0.3 0.113
H 17.466900 15.171475 15.016710 -0.2 -0.3 0.4 0.108
H 15.064570 14.669585 14.631140 -0.2 0.5 0.6 0.010
O 12.976770 12.937165 13.838370 -0.6 -0.7 -1.2 -0.071
C 12.750660 12.863995 15.238930 1.0 0.7 -1.6 -0.187
C 12.567990 14.279795 15.678070 -0.4 0.3 1.6 -0.186
O 13.773140 15.075725 15.674100 -0.8 -0.7 -0.2 -0.076
H 13.902680 13.159475 13.716440 0.4 0.0 -0.3 0.060
H 11.853710 12.285045 15.458930 0.1 -0.1 -0.2 0.104
H 13.671790 12.386215 15.572590 -0.4 -0.1 1.2 0.116
H 12.104910 14.162415 16.657800 0.4 0.7 0.8 0.114
H 11.800530 14.821435 15.125150 0.2 -0.3 -0.6 0.102
H 13.971870 15.335385 16.576690 0.1 0.1 0.6 0.048

# 3
104
Properties=species:S:1:pos:R:3:forces:R:3:lowdin_charge:R:1 method="wB97M-V/def2-TZVPD" spin_multiplicity=3 homo_lumo_gap_ev="6.5 / 6.6" fmax_ev_per_a=3.21 lumo_ev="-5.485 / -6.293" charge=+2
Pt 0.539084 -0.861593 0.237081 -0.7 0.0 0.2 0.699
O 3.437059 0.253204 0.020610 -0.3 -0.2 -0.4 -0.371
S 2.687015 -1.000320 -0.116524 0.5 0.8 0.3 0.749
C 2.964277 -1.635052 -1.766143 -0.6 -1.5 -0.8 -0.364
C 4.263342 -1.720198 -2.284261 -0.7 0.1 -1.6 -0.024
C 4.390985 -2.211624 -3.650836 1.2 0.6 2.0 -0.015
C 3.299001 -2.745138 -4.282866 -0.9 -0.1 -2.5 -0.062
C 1.988459 -2.577581 -3.849592 0.3 0.9 2.9 -0.028
C 1.809450 -2.027018 -2.536799 0.6 0.5 -0.9 -0.305
P 0.243709 -1.191541 -2.049282 -0.7 -0.1 -0.8 0.983
C 0.218500 0.372171 -3.006566 1.7 -1.6 -0.3 -0.365
C 1.398722 0.799311 -3.643783 -0.7 1.0 1.1 -0.053
C 1.392776 1.958769 -4.433404 0.6 -0.2 0.2 -0.039
C 0.186962 2.582255 -4.745863 -0.4 -1.7 1.9 -0.027
C -0.961443 2.065770 -4.118374 0.3 -0.4 -1.4 -0.076
C -0.971815 0.959836 -3.266743 -1.1 1.3 -1.0 -0.103
C -1.159653 -2.186138 -2.783798 1.9 0.5 -1.4 -0.335
C -1.150885 -2.403451 -4.188791 0.5 0.3 -0.8 -0.088
C -1.767836 -3.562701 -4.701915 0.6 0.9 1.5 -0.048
C -2.426217 -4.412234 -3.809813 -1.3 -1.1 -1.2 -0.060
C -2.635299 -4.062357 -2.491651 0.6 -0.5 0.2 -0.053
C -1.877167 -3.020724 -1.985868 -0.5 0.3 0.9 -0.115
C 3.378807 -1.993527 1.209068 0.3 0.4 -1.3 -0.340
C 4.597383 -2.655968 1.046098 -1.5 0.5 -1.8 -0.037
C 5.105716 -3.292529 2.116636 1.8 -0.1 1.3 -0.022
C 4.539257 -3.051999 3.374550 1.2 -1.5 -0.2 -0.029
C 3.410277 -2.343816 3.511237 -1.4 0.7 -0.3 -0.047
C 2.778436 -1.761962 2.405801 -0.1 -0.7 0.8 -0.342
P 1.117063 -1.054782 2.531862 -0.1 0.2 -0.7 0.943
C 0.179826 -2.195808 3.476303 -1.0 -0.6 0.9 -0.304
C 0.340639 -2.205939 4.879917 -1.0 -1.1 -2.8 -0.077
C -0.253095 -3.219188 5.622715 0.2 0.6 -1.3 -0.030
C -0.988758 -4.246518 4.988699 -0.9 -0.2 -0.1 -0.067
C -1.323501 -4.223353 3.662316 1.1 -0.2 0.5 -0.012
C -0.632884 -3.249901 2.702347 1.4 -1.0 1.4 -0.310
C 1.216226 0.438911 3.469073 1.4 0.9 -0.3 -0.353
C 0.141326 0.931201 4.177882 0.7 1.3 0.0 -0.089
C 0.145148 2.227837 4.633328 0.1 2.3 0.7 -0.048
C 1.221956 3.097819 4.412787 0.3 -1.3 -0.4 -0.040
C 2.317150 2.556162 3.765645 1.0 0.7 -0.3 -0.072
C 2.349162 1.259506 3.269221 -2.0 0.3 0.9 -0.070
H 5.064698 -1.261395 -1.698194 0.0 -0.3 -0.5 0.123
H 5.352215 -2.160317 -4.215962 -0.8 -0.2 0.9 0.138
H 3.372079 -3.122773 -5.337810 0.4 0.3 1.2 0.143
H 1.123841 -2.751653 -4.476662 0.3 -0.3 0.1 0.088
H 2.281625 0.290947 -3.293889 0.5 0.2 -0.6 0.090
H 2.341318 2.367411 -4.784364 -0.3 -0.3 -0.1 0.118
H 0.085416 3.391413 -5.419191 0.2 0.7 -0.6 0.106
H -1.883803 2.351884 -4.573233 -0.7 0.5 0.3 0.101
H -1.935145 0.540081 -2.991023 0.2 0.1 0.3 0.109
H -0.559122 -1.709228 -4.878061 -1.1 -1.0 1.0 0.137
H -1.675142 -3.851249 -5.722554 0.0 0.1 -0.6 0.106
H -2.856917 -5.373302 -4.222437 0.4 1.3 0.6 0.141
H -3.221839 -4.683279 -1.826455 0.0 0.0 -0.1 0.117
H -1.806791 -2.777828 -0.946119 -0.4 -0.3 0.7 0.078
H 4.968201 -2.653829 0.023381 0.4 -0.5 0.4 0.108
H 6.043969 -3.852428 2.054462 -0.5 0.1 -0.1 0.136
H 4.945691 -3.528655 4.250243 0.2 -0.1 0.1 0.127
H 2.904620 -2.376482 4.440646 -0.3 0.4 0.9 0.105
H 0.943279 -1.447931 5.285291 0.5 0.8 0.9 0.092
H -0.166466 -3.130758 6.654268 0.1 -0.4 1.8 0.095
H -1.378632 -5.040670 5.629479 0.0 0.2 -0.3 0.119
H -1.887869 -5.093465 3.299832 0.1 0.7 -0.2 0.123
H -1.348443 -2.812782 2.027453 -0.3 0.4 -0.5 0.107
H -0.712647 0.394030 4.388651 -1.6 -1.5 0.2 0.090
H -0.680324 2.698929 5.170882 -0.1 -0.7 -0.1 0.119
H 1.319398 4.151242 4.666936 -0.7 -0.3 0.3 0.121
H 3.145457 3.257223 3.627304 0.0 -0.6 -0.2 0.123
H 3.127903 0.909485 2.663352 1.3 -0.3 -0.6 0.084
C -4.006858 0.405206 -0.258970 -0.1 -1.5 0.2 -0.293
S -2.564113 0.546749 0.846074 -1.4 1.2 0.2 0.899
C 0.439850 -4.094193 1.900916 -1.5 -0.9 0.1 -0.047
O -1.560766 -0.472564 0.416251 1.2 -1.8 -0.7 -0.814
H -4.762983 -0.371434 0.018127 0.8 0.6 0.4 0.073
H -3.755310 0.137163 -1.285395 0.5 0.4 0.0 0.043
H -4.434074 1.382065 -0.187164 -0.4 0.7 -0.1 0.013
H -0.084557 -4.948324 1.439615 0.2 0.2 0.1 0.090
H 1.165397 -4.522432 2.600254 0.1 0.3 -0.2 0.101
H 0.882601 -3.556950 1.069863 0.3 0.3 0.1 0.034
C -3.788630 5.345827 -3.168334 0.2 0.7 -0.2 -0.061
C -3.119413 4.156997 -2.536742 2.0 -0.1 -0.4 -0.278
O -2.226036 4.451774 -1.392926 -0.6 0.9 -0.7 -0.261
P -2.060236 3.277143 -0.326042 0.3 -0.9 -0.1 0.735
O -3.180864 3.523072 0.779263 -0.4 -0.6 0.0 -0.338
C -3.282049 4.558577 1.758615 0.2 -0.1 1.3 -0.263
C -4.712122 4.956613 2.002966 -0.1 0.5 1.7 -0.071
O -0.731528 3.733925 0.432163 -0.4 0.4 1.2 -0.291
C 0.603402 3.873266 -0.052493 -0.1 -0.9 -0.9 -0.212
C 1.362202 2.543333 0.108163 -1.0 -0.1 -1.8 -0.066
H -4.251166 5.012025 -4.111332 -0.4 -0.1 0.6 0.087
H -2.999783 6.011579 -3.587309 -0.5 0.0 0.8 0.094
H -4.519180 5.888362 -2.516496 0.7 -0.4 -0.7 0.097
H -2.435346 3.728409 -3.278888 -0.2 0.3 0.1 0.069
H -3.719673 3.328577 -2.255487 -1.3 -0.5 0.3 0.083
H -2.730125 5.396619 1.373510 0.6 0.4 0.4 0.112
H -2.889330 4.130940 2.735668 0.0 0.7 -1.3 0.138
H -5.142699 5.622629 1.311624 0.1 1.3 -1.1 0.056
H -4.848349 5.440030 3.035863 0.2 -1.0 -1.5 0.120
H -5.348198 4.121678 1.836795 -0.6 -1.2 0.7 0.063
H 1.077367 4.661624 0.546306 -0.2 -0.1 -0.5 0.130
H 0.490520 4.122287 -1.135256 0.6 0.2 0.8 0.123
H 1.774736 2.349021 1.051673 0.0 -0.1 1.6 0.025
H 2.212495 2.465311 -0.543360 0.5 0.4 -0.6 0.067
H 0.729078 1.680684 -0.224016 0.1 0.7 0.4 0.044